Record 1
C29H59O28V | wB97M-V/def2-TZVPD

As for the expectation value of S²: 3.755. The calculation puts the frontier orbital gap (spin up / spin down) at 0.26384 / 0.26472 Eh. Its total charge is +1. As for the multiplicity: 4. Its HOMO energy (spin up / spin down) is -10.32 / -10.40 eV. Its LUMO energy (spin up / spin down) is -3.1 / -3.2 eV.

CARTESIAN COORDINATES (ANGSTROEM)
V  -2.7804  -0.4108  2.2168
C  0.8079  -1.4316  -0.3385
C  -0.0095  -0.2010  0.1144
O  -1.1782  -0.5082  0.6303
H  1.4185  -1.0411  -1.1526
H  0.2770  -2.3080  -0.7103
H  1.4782  -1.7897  0.4429
H  -0.1230  0.5422  -0.6749
H  0.4758  0.3454  0.9231
C  -4.3989  -4.5538  4.2753
O  -3.4453  -5.0646  3.3805
C  -2.7753  -4.2969  2.3814
O  -2.6505  -3.0283  2.3490
O  -2.2140  -5.1799  1.4779
C  -1.3688  -4.6736  0.4262
H  -4.1414  -3.7516  4.9669
H  -4.7370  -5.3856  4.8933
H  -5.3275  -4.2348  3.8019
H  -0.4067  -4.5387  0.9205
H  -1.6810  -3.7337  -0.0291
H  -1.3627  -5.4019  -0.3847
C  1.7905  -7.3084  -2.0801
O  1.9372  -5.9182  -2.4706
C  0.9658  -5.2356  -3.0496
O  -0.1776  -5.6003  -3.2475
O  1.3568  -3.9384  -3.1460
C  0.4582  -2.9952  -3.6381
H  0.7685  -7.4762  -1.7404
H  2.5699  -7.5982  -1.3754
H  1.8750  -8.0372  -2.8862
H  0.2902  -3.0467  -4.7138
H  0.8509  -1.9823  -3.5495
H  -0.4541  -2.8256  -3.0663
C  -4.9828  3.1375  1.3217
O  -3.8591  3.7723  1.8728
C  -2.7957  3.0100  1.9839
O  -2.7106  1.7849  2.0487
O  -1.7751  3.8890  1.9071
C  -0.4485  3.3970  1.8968
H  -5.4715  2.4591  2.0211
H  -4.7244  2.5345  0.4513
H  -5.7047  3.8875  0.9985
H  -0.4640  2.3779  1.5104
H  -0.1500  3.5434  2.9348
H  0.3259  4.0329  1.4678
C  -5.0580  6.2240  -2.1079
O  -4.5568  4.9705  -1.7178
C  -3.3170  4.6610  -1.8047
O  -2.4735  5.4070  -2.2434
O  -3.1261  3.3897  -1.4677
C  -1.8780  2.7504  -1.6872
H  -5.6813  6.6135  -1.3031
H  -5.6685  6.1172  -3.0046
H  -4.4030  7.0871  -2.2270
H  -1.6644  2.5930  -2.7444
H  -1.7715  1.8072  -1.1514
H  -1.1227  3.3862  -1.2254
C  1.7816  6.4147  -5.2652
O  2.2562  5.4990  -4.3215
C  2.2373  4.2144  -4.5232
O  2.7049  3.6397  -5.4832
O  1.6942  3.6974  -3.4248
C  1.7526  2.3346  -3.0361
H  1.8744  7.4537  -4.9490
H  0.7398  6.1985  -5.5016
H  2.3777  6.3052  -6.1711
H  0.7875  2.0008  -2.6550
H  2.4757  2.1451  -2.2428
H  2.0407  1.6606  -3.8428
C  0.5364  -2.6506  3.5538
O  0.6934  -1.6719  4.5151
C  -0.0721  -0.5424  4.5141
O  -0.9625  -0.2377  3.7081
O  0.1715  0.0525  5.6069
C  -0.6530  1.1395  5.9651
H  0.7810  -2.2423  2.5732
H  -0.4461  -3.0912  3.7228
H  1.2119  -3.4803  3.7622
H  -0.7892  1.1094  7.0462
H  -1.5943  1.2393  5.4247
H  0.0384  1.9083  5.6201
C  5.6998  4.7657  -0.4055
O  5.4890  3.5259  0.2079
C  4.2176  3.0867  0.4411
O  3.1710  3.6712  0.0775
O  4.3485  1.9636  1.1619
C  3.2344  1.3751  1.7748
H  4.9226  5.1216  -1.0818
H  6.7143  4.7078  -0.7998
H  5.7497  5.4745  0.4211
H  2.4156  1.2831  1.0613
H  2.8791  2.0158  2.5819
H  3.4829  0.3942  2.1800
C  -3.4644  -1.0149  -1.8391
O  -4.5644  -1.7408  -1.3486
C  -4.9343  -1.5556  -0.0865
O  -4.2405  -1.0588  0.8495
O  -6.2198  -2.0030  -0.0062
C  -6.7562  -2.5717  1.1969
H  -2.6109  -1.4296  -1.3028
H  -3.4201  0.0216  -1.5047
H  -3.2673  -1.0772  -2.9093
H  -6.0659  -3.3230  1.5805
H  -7.6057  -3.2090  0.9516
H  -6.9246  -1.8793  2.0217
C  9.0524  -2.7395  0.1920
O  7.7717  -3.2416  -0.1147
C  6.8578  -2.4679  -0.6194
O  6.9831  -1.3112  -1.0681
O  5.6986  -3.1444  -0.3650
C  4.4309  -2.4445  -0.3615
H  9.4704  -2.1307  -0.6097
H  9.8041  -3.4980  0.4105
H  9.0773  -2.0956  1.0712
H  3.7907  -2.9663  0.3498
H  3.9535  -2.4060  -1.3406
H  4.6140  -1.4190  -0.0406

Record 2
C29H61BBrN2O24P | wB97M-V/def2-TZVPD

The calculation puts the frontier orbital gap at 0.29976 Eh. Its total charge is 0. Its HOMO energy is -8.52 eV. Its LUMO energy is -0.4 eV.

CARTESIAN COORDINATES (ANGSTROEM)
N  3.5306  2.0439  -0.0866
B  2.9714  2.0378  -1.4661
O  3.4542  2.9050  -2.4589
P  1.5256  0.8563  -2.0546
Br  2.2253  -1.2871  -2.0530
C  0.1947  1.1112  -0.7058
O  -0.6589  2.1673  -1.2409
N  -0.1553  3.3451  -0.7536
O  -0.0498  4.1551  -1.5978
H  2.9346  2.6020  0.5234
H  3.6358  1.1028  0.2836
H  4.3521  3.1898  -2.2327
H  -0.3801  0.1780  -0.5623
H  0.6407  1.5102  0.2301
C  -3.4987  2.3541  -1.3577
C  -4.2460  3.3292  -2.2468
O  -4.6102  2.7248  -3.4947
C  -5.6582  1.9050  -3.4476
O  -6.3149  1.6459  -2.4715
O  -5.8447  1.3996  -4.6678
C  -6.8861  0.4231  -4.7381
H  -2.6510  1.9357  -1.8859
H  -3.1465  2.8505  -0.4527
H  -4.1379  1.5194  -1.0650
H  -3.5961  4.1698  -2.4916
H  -5.1271  3.7368  -1.7469
H  -7.8194  0.8095  -4.3288
H  -6.5843  -0.4833  -4.2133
H  -7.0429  0.1810  -5.7874
C  5.3058  0.3360  6.0682
C  4.0952  0.1539  5.1741
O  4.4811  -0.0059  3.8027
C  4.9506  -1.2118  3.4810
O  5.0601  -2.1514  4.2225
O  5.2990  -1.1891  2.1925
C  5.9116  -2.3981  1.7385
H  5.9273  1.1575  5.7064
H  4.9971  0.5477  7.0927
H  5.9288  -0.5590  6.0749
H  3.4740  1.0487  5.2184
H  3.4776  -0.6851  5.4994
H  5.2898  -3.2644  1.9607
H  6.8979  -2.5077  2.1895
H  6.0289  -2.3259  0.6592
C  2.5501  -0.6361  12.0080
C  1.3451  -0.8257  11.1075
O  1.7358  -0.9787  9.7377
C  2.2174  -2.1796  9.4120
O  2.3355  -3.1196  10.1499
O  2.5675  -2.1485  8.1238
C  3.1933  -3.3482  7.6637
H  3.1668  0.1910  11.6509
H  2.2353  -0.4284  13.0316
H  3.1796  -1.5262  12.0164
H  0.7160  0.0638  11.1486
H  0.7326  -1.6705  11.4276
H  2.5801  -4.2220  7.8810
H  4.1803  -3.4513  8.1148
H  3.3097  -3.2632  6.5846
C  -11.3932  -0.1890  2.7497
C  -10.9133  -1.1344  1.6656
O  -10.7776  -0.4618  0.4095
C  -9.6866  0.2993  0.2838
O  -8.8295  0.4482  1.1131
O  -9.7240  0.8795  -0.9151
C  -8.6530  1.8031  -1.1490
H  -12.3116  0.3128  2.4390
H  -11.5813  -0.7321  3.6771
H  -10.6545  0.5874  2.9501
H  -11.6539  -1.9202  1.5137
H  -9.9765  -1.6215  1.9426
H  -7.6942  1.3433  -0.9695
H  -8.7806  2.6852  -0.5179
H  -8.7034  2.1082  -2.1896
C  8.3285  -7.1921  1.9159
C  7.0626  -6.9981  1.1043
O  7.2394  -5.9991  0.0920
C  7.9180  -6.3906  -0.9879
O  8.3712  -7.4853  -1.1815
O  8.0253  -5.3436  -1.8100
C  8.8166  -5.6001  -2.9702
H  8.6722  -6.2382  2.3207
H  8.1535  -7.8852  2.7398
H  9.1351  -7.5889  1.2989
H  6.2654  -6.6371  1.7549
H  6.7206  -7.9354  0.6619
H  8.4625  -6.4818  -3.5030
H  9.8635  -5.7174  -2.6901
H  8.7240  -4.7365  -3.6257
C  8.6944  8.4621  -1.8851
C  7.2082  8.1843  -1.9994
O  6.9606  6.8701  -2.5133
C  7.1186  5.8764  -1.6394
O  7.4300  5.9890  -0.4853
O  6.8876  4.7244  -2.2771
C  7.1146  3.5653  -1.4750
H  9.1905  8.2830  -2.8410
H  8.8695  9.4952  -1.5821
H  9.1628  7.8051  -1.1518
H  6.7613  8.8797  -2.7101
H  6.6980  8.3247  -1.0448
H  6.5548  3.6139  -0.5408
H  8.1803  3.4501  -1.2778
H  6.7702  2.7001  -2.0404
C  -10.7562  -3.1107  -9.2486
C  -9.7173  -2.4990  -10.1681
O  -9.7598  -1.0675  -10.1248
C  -9.1950  -0.5118  -9.0531
O  -8.6559  -1.0963  -8.1514
O  -9.3471  0.8111  -9.1436
C  -8.8645  1.5192  -8.0040
H  -11.7471  -2.7115  -9.4736
H  -10.7764  -4.1956  -9.3605
H  -10.5451  -2.8772  -8.2048
H  -9.9326  -2.7802  -11.1992
H  -8.7133  -2.8595  -9.9372
H  -7.8311  1.2544  -7.7831
H  -9.5038  1.3196  -7.1433
H  -8.9084  2.5821  -8.2318

Record 3
C29H61Br2IN2O3P | wB97M-V/def2-TZVPD

The calculation puts the frontier orbital gap at 0.34721 Eh. Its total charge is +1. Its HOMO energy is -11.74 eV. Its LUMO energy is -2.3 eV.

CARTESIAN COORDINATES (ANGSTROEM)
C  -7.7237  -3.8560  5.7847
C  -7.1138  -4.2475  4.4408
C  -6.0363  -5.3316  4.5840
C  -4.9745  -5.3103  3.4823
C  -5.3502  -6.1336  2.2295
C  -4.2331  -7.0765  1.7664
C  -3.0806  -6.3333  1.0500
C  -1.7531  -6.3048  1.8342
C  -0.5059  -6.3198  0.9292
C  0.6441  -5.4186  1.4157
C  1.3396  -4.6905  0.2639
C  2.5171  -3.8354  0.7405
C  3.5952  -3.5853  -0.3240
C  3.4129  -2.3296  -1.1615
C  3.5077  -1.0302  -0.3480
C  3.1332  0.1951  -1.1980
C  1.9142  1.0451  -0.8163
C  1.9909  1.7534  0.5642
I  1.4188  0.6685  2.3169
C  3.3568  2.4681  0.7909
C  4.4003  1.8012  1.6794
N  2.0007  2.2633  -1.7868
C  0.9060  2.4101  -2.8256
N  1.3492  3.4561  -3.7018
C  0.4680  4.6110  -3.9004
C  0.8620  5.8056  -3.0395
C  0.8548  5.5407  -1.5203
C  -0.0856  6.4792  -0.7623
C  0.7992  1.0372  -3.4608
P  -0.4155  0.8041  -4.8729
O  -1.4342  2.0187  -4.4606
Br  0.7722  1.7443  -6.5408
O  0.3587  0.0843  -2.5059
C  0.5599  0.3864  -1.1437
Br  0.2301  -1.3213  -0.2932
H  -7.9391  -4.7384  6.3860
H  -8.6400  -3.2849  5.6469
H  -7.0243  -3.2420  6.3531
H  -7.9102  -4.6053  3.7849
H  -6.6689  -3.3762  3.9572
H  -5.5396  -5.1826  5.5463
H  -6.5105  -6.3136  4.6175
H  -4.0549  -5.7363  3.8910
H  -4.7448  -4.2812  3.2021
H  -6.2310  -6.7342  2.4658
H  -5.6255  -5.4834  1.3982
H  -3.8550  -7.6217  2.6300
H  -4.6844  -7.7760  1.0627
H  -3.3916  -5.3161  0.8159
H  -2.8851  -6.8678  0.1189
H  -1.7385  -5.4099  2.4613
H  -1.7409  -7.1527  2.5187
H  -0.8022  -6.0589  -0.0874
H  -0.1469  -7.3497  0.9070
H  0.2379  -4.6821  2.1103
H  1.3935  -6.0301  1.9187
H  0.5782  -4.0784  -0.2316
H  1.6832  -5.4144  -0.4780
H  2.9875  -4.3884  1.5573
H  2.1436  -2.9119  1.1883
H  3.5741  -4.4340  -1.0094
H  4.5776  -3.5874  0.1497
H  4.1985  -2.3139  -1.9232
H  2.4681  -2.3559  -1.7113
H  2.9021  -1.1519  0.5442
H  4.5575  -0.9320  -0.0739
H  2.9956  -0.1410  -2.2295
H  3.9974  0.8607  -1.2212
H  1.2468  2.5507  0.5379
H  3.8221  2.6942  -0.1695
H  3.1171  3.4358  1.2335
H  4.4981  0.7309  1.5195
H  4.2249  1.9908  2.7340
H  5.3727  2.2429  1.4533
H  2.0312  3.1508  -1.2776
H  2.8680  2.2278  -2.3219
H  -0.0101  2.7448  -2.3493
H  1.6930  3.0752  -4.5718
H  -0.5865  4.3818  -3.7387
H  0.5547  4.9130  -4.9449
H  0.1148  6.5796  -3.2368
H  1.8084  6.2285  -3.3729
H  0.5008  4.5201  -1.3263
H  1.8652  5.6253  -1.1189
H  -0.0608  6.2318  0.2981
H  -1.1093  6.3672  -1.1153
H  0.2596  7.5001  -0.9073
H  1.7885  0.7914  -3.8712
H  -1.6814  2.5064  -5.2560
H  -0.2425  1.0183  -0.7578
C  2.8956  11.3648  -1.5481
C  2.0813  10.1040  -1.7608
O  2.3328  9.1261  -0.7492
H  3.9601  11.1310  -1.5323
H  2.7080  12.0901  -2.3401
H  2.6445  11.8298  -0.5922
H  2.3448  9.6337  -2.7074
H  1.0120  10.3402  -1.7849
H  2.0988  9.5165  0.0978

Record 4
C29H61Cl4N8O9Pd | wB97M-V/def2-TZVPD

As for the expectation value of S²: 2.014. The calculation puts the frontier orbital gap (spin up / spin down) at 0.27468 / 0.23811 Eh. Its total charge is +1. As for the multiplicity: 3. Its HOMO energy (spin up / spin down) is -10.39 / -10.39 eV. Its LUMO energy (spin up / spin down) is -2.9 / -3.9 eV.

CARTESIAN COORDINATES (ANGSTROEM)
C  4.7681  4.0805  0.5087
C  3.8765  3.1824  -0.3355
N  3.6517  3.6850  -1.7086
C  4.5572  4.1146  -2.5878
C  3.9207  4.6728  -3.7529
N  2.5673  4.3333  -3.5816
C  2.4166  3.8389  -2.3000
C  1.4986  4.4651  -4.5171
H  4.9836  3.6557  1.4891
H  4.2464  5.0308  0.6223
H  5.7655  4.3121  0.1349
H  2.8806  3.2068  0.1069
H  4.3206  2.1902  -0.4167
H  5.5885  4.0732  -2.2699
H  4.2692  5.1581  -4.6526
H  1.5470  3.3230  -1.9206
H  0.6217  3.9256  -4.1592
H  1.7951  4.0657  -5.4870
H  1.3012  5.5326  -4.6148
Pd  -3.1333  0.2676  1.8495
C  -0.0681  -0.4362  0.2004
O  0.9163  -0.6237  -0.5121
O  -0.4179  0.6746  0.6123
O  -0.8160  -1.3154  0.6253
Cl  4.4687  -5.4598  -2.4104
C  3.3896  -4.4846  -1.4958
C  2.4900  -5.4042  -0.6403
Cl  3.4545  -6.1361  0.6635
H  2.8254  -3.9150  -2.2343
H  3.9897  -3.7600  -0.9453
H  1.9643  -6.2040  -1.1619
H  1.6403  -4.9175  -0.1617
Cl  4.4374  -0.5157  4.5732
C  3.1757  -1.2466  3.5397
C  2.9632  -2.6719  4.1792
Cl  2.2035  -2.5928  5.7656
H  3.6306  -1.2769  2.5496
H  2.2537  -0.6671  3.5879
H  3.8792  -3.2627  4.1774
H  2.2559  -3.2331  3.5686
C  -3.1301  -3.7070  4.3473
O  -3.8696  -2.8356  3.8359
N  -3.4565  -4.4977  5.3894
C  -2.5943  -5.6597  5.7417
C  -4.7283  -4.4097  6.0749
H  -2.1375  -3.9784  3.9559
H  -3.2731  -6.5101  5.6779
H  -2.2639  -5.3852  6.7435
H  -1.7485  -5.7073  5.0558
H  -4.6520  -4.1793  7.1375
H  -5.2921  -3.5151  5.8105
H  -5.3553  -5.2874  5.9183
C  -3.2079  5.2771  1.9165
O  -3.5235  4.1069  1.8229
N  -3.1876  5.9445  3.0861
C  -3.7543  5.3541  4.3090
C  -2.8736  7.3186  3.2528
H  -2.8835  5.8756  1.0512
H  -3.7147  4.2656  4.3488
H  -4.7989  5.6528  4.3962
H  -3.2220  5.6318  5.2188
H  -2.0260  7.2753  3.9368
H  -2.5458  7.7134  2.2911
H  -3.7203  7.9193  3.5847
C  -4.9814  -0.2906  -2.4963
O  -4.7599  -0.1051  -1.2528
N  -4.4777  0.4487  -3.5018
C  -4.6661  -0.0367  -4.8795
C  -3.4993  1.4985  -3.3103
H  -5.6037  -1.0695  -2.9635
H  -4.1256  0.4829  -5.6706
H  -5.6888  -0.2325  -5.2015
H  -4.1667  -1.0048  -4.9200
H  -3.5526  2.2749  -4.0735
H  -3.7563  2.0196  -2.3881
H  -2.4972  1.1129  -3.1229
C  -0.6336  1.4198  6.0724
O  -1.2921  1.3182  5.0557
N  0.3377  2.3743  6.2379
C  1.1950  2.4756  7.4032
C  0.6661  3.3045  5.1662
H  -0.8268  0.8395  6.9879
H  2.2382  2.4290  7.0905
H  1.1208  1.7040  8.1695
H  1.0776  3.4394  7.8986
H  0.4310  4.3484  5.3734
H  1.7441  3.3211  5.0054
H  0.1944  3.0962  4.2058
C  1.4613  -0.1058  -5.6021
O  0.4898  -0.1835  -6.3218
N  2.7265  -0.0961  -6.0640
C  3.8321  -0.3605  -5.1499
C  3.0586  0.0170  -7.4849
H  1.3440  -0.0560  -4.5085
H  4.5175  0.4799  -5.0399
H  4.4838  -1.2016  -5.3866
H  3.4701  -0.4316  -4.1242
H  3.0140  -0.9555  -7.9754
H  2.3880  0.7169  -7.9835
H  4.0555  0.4302  -7.6382
C  -1.9523  -5.7174  -2.6889
O  -2.1404  -6.6898  -1.9549
N  -1.5721  -5.8206  -4.0207
C  -1.0893  -4.6114  -4.7057
C  -1.5043  -7.1064  -4.6837
H  -2.0451  -4.6967  -2.2868
H  -1.1796  -3.7238  -4.0794
H  -1.6373  -4.2519  -5.5767
H  -0.0369  -4.7232  -4.9665
H  -1.6878  -7.9300  -3.9938
H  -2.1516  -7.2577  -5.5475
H  -0.4409  -7.2207  -4.8941

Number 1: total energy -114036.501 eV. Number 2: total energy -163190.164 eV. Number 3: total energy -197653.767 eV. Number 4: total energy -114968.059 eV.